No. 1
DFT (wB97M-V/def2-TZVPD) results for C5H7NOS as an isolated structure in a non-equilibrium geometry.

Relative energy (zero: lowest compared OMol25 entry of this formula, charge and spin) (eV): 3.9785
HOMO (eV): -8.1
Orbital gap (eV): 8.064
2S+1: 1
Molar mass (g/mol): 129.18
Energy (hartree): -722.771866

CARTESIAN COORDINATES (ANGSTROEM)
C  -0.777  0.043  2.158
C  -1.180  0.194  0.888
C  0.609  0.319  2.553
C  -0.440  0.413  -0.367
C  0.882  -0.626  -2.061
N  1.299  1.232  1.970
O  0.417  -0.563  -0.783
S  0.890  2.057  0.602
H  -1.446  -0.128  2.999
H  -2.343  0.124  0.690
H  1.059  -0.196  3.474
H  -1.037  1.095  -0.973
H  1.043  -1.646  -2.369
H  1.837  0.067  -2.282
H  0.111  -0.110  -2.688

The molecule's Mulliken atomic charges, reported in e, are given here: C -0.2026; C -0.0622; C -0.1169; C -0.4908; C -0.6029; N -0.4090; O -0.2339; S -0.0346; H 0.3701; H 0.1888; H 0.3223; H 0.5098; H 0.2436; H 0.2156; H 0.3026

No. 2
DFT (wB97M-V/def2-TZVPD) results for a 8-piece molecular cluster, C24H51BrFNO11S7 overall.

HOMO (eV): -8.6
Orbital gap (eV): 8.073
2S+1: 1
Molar mass (g/mol): 853.04
Energy (hartree): -7288.400045

CARTESIAN COORDINATES (ANGSTROEM)
O  -4.707  1.939  -0.150
C  -3.629  2.281  -0.496
F  -3.407  2.711  -1.748
C  -2.382  2.375  0.336
N  -2.210  1.236  1.256
C  -0.830  1.193  1.810
O  -0.348  2.469  2.107
C  0.618  2.979  1.252
C  0.395  4.222  0.693
C  1.341  4.793  -0.136
C  2.514  4.116  -0.416
C  2.737  2.873  0.143
C  1.798  2.312  0.987
C  -2.520  -0.021  0.676
O  -3.439  -0.707  1.004
O  -1.603  -0.370  -0.264
Br  -1.940  -1.920  -1.167
H  -2.466  3.280  0.935
H  -1.530  2.492  -0.338
H  -0.891  0.633  2.743
H  -0.181  0.623  1.143
H  -0.509  4.777  0.902
H  1.137  5.771  -0.544
H  3.244  4.577  -1.067
H  3.650  2.339  -0.079
H  1.980  1.347  1.444
C  1.551  -0.655  6.017
S  1.216  0.391  4.598
O  2.208  0.043  3.540
C  1.773  1.919  5.356
H  1.314  -1.679  5.738
H  2.605  -0.576  6.285
H  0.919  -0.346  6.848
H  2.813  1.813  5.665
H  1.138  2.148  6.211
H  1.684  2.709  4.612
C  2.461  -4.115  -3.598
S  1.075  -3.238  -2.873
O  0.335  -4.207  -2.013
C  0.150  -3.101  -4.410
H  3.167  -4.354  -2.807
H  2.112  -5.030  -4.070
H  2.949  -3.473  -4.331
H  -0.029  -4.097  -4.814
H  0.718  -2.496  -5.116
H  -0.798  -2.613  -4.190
C  5.492  -5.671  -7.627
S  4.102  -4.796  -6.900
O  3.375  -5.780  -6.057
C  3.165  -4.629  -8.425
H  6.186  -5.913  -6.825
H  5.136  -6.587  -8.099
H  5.983  -5.028  -8.357
H  2.972  -5.616  -8.843
H  3.727  -4.016  -9.130
H  2.224  -4.139  -8.185
C  -4.816  1.578  3.581
S  -5.393  3.217  3.137
O  -4.555  4.197  3.882
C  -6.967  3.111  4.001
H  -3.818  1.455  3.164
H  -4.786  1.487  4.668
H  -5.480  0.831  3.147
H  -6.789  2.921  5.060
H  -7.565  2.312  3.563
H  -7.479  4.063  3.878
C  0.611  -4.894  3.244
S  -0.300  -3.611  4.111
O  -1.176  -4.287  5.101
C  -1.331  -3.136  2.717
H  1.296  -5.354  3.953
H  -0.085  -5.640  2.863
H  1.174  -4.442  2.427
H  -1.897  -4.000  2.370
H  -0.702  -2.744  1.916
H  -2.017  -2.361  3.056
C  -4.299  5.672  -3.058
S  -2.769  6.557  -2.724
O  -1.982  5.729  -1.771
C  -3.528  7.876  -1.766
H  -4.055  4.772  -3.618
H  -4.775  5.398  -2.117
H  -4.960  6.304  -3.650
H  -4.055  7.449  -0.913
H  -4.215  8.435  -2.402
H  -2.734  8.533  -1.418
C  4.280  -3.911  0.922
S  3.817  -2.951  -0.524
O  5.014  -2.884  -1.404
C  3.691  -1.373  0.326
H  4.448  -4.937  0.599
H  5.195  -3.504  1.353
H  3.468  -3.885  1.649
H  4.644  -1.137  0.799
H  2.896  -1.423  1.071
H  3.448  -0.616  -0.416

The molecule's Mulliken atomic charges, reported in e, are given here: O -0.4690; C 0.0871; F -0.2832; C -0.1698; N 1.1222; C -0.8906; O -0.4029; C 0.0309; C -0.0567; C -0.6467; C -0.5300; C -0.6533; C 0.2555; C -0.0636; O -0.5539; O -0.4050; Br 0.0776; H 0.5127; H 0.2682; H 0.1471; H 0.6089; H 0.3994; H 0.4200; H 0.3946; H 0.4217; H 0.3991; C -0.9720; S 0.8036; O -0.6187; C -1.1343; H 0.1721; H 0.3698; H 0.3833; H 0.3967; H 0.3937; H 0.2482; C -1.0177; S 0.6622; O -0.6332; C -0.9257; H 0.3238; H 0.4052; H 0.2663; H 0.3075; H 0.3154; H 0.2937; C -1.0023; S 0.5947; O -0.5844; C -0.9475; H 0.3251; H 0.3087; H 0.3644; H 0.3144; H 0.3671; H 0.2916; C -0.6530; S 0.6224; O -0.6826; C -1.0015; H -0.1336; H 0.4718; H 0.3331; H 0.2998; H 0.3448; H 0.3381; C -0.8608; S 0.6844; O -0.7114; C -0.9097; H 0.3632; H 0.3854; H 0.0928; H 0.4548; H 0.2059; H 0.2650; C -0.8846; S 0.4050; O -0.4855; C -0.9457; H 0.2683; H 0.2353; H 0.4174; H 0.2833; H 0.3844; H 0.3171; C -0.9839; S 0.6946; O -0.6732; C -0.9441; H 0.3598; H 0.3786; H 0.1748; H 0.4311; H 0.2787; H 0.2871

No. 3
DFT (wB97M-V/def2-TZVPD) results for C4H10NO as an isolated structure in a non-equilibrium geometry.

Relative energy (zero: lowest compared OMol25 entry of this formula, charge and spin) (eV): 3.6423
HOMO (eV): -15.0
Orbital gap (eV): 11.907
2S+1: 1
Charge: +1
Molar mass (g/mol): 88.13
Energy (hartree): -288.029236

CARTESIAN COORDINATES (ANGSTROEM)
C  -1.963  0.045  -0.707
C  -0.722  0.509  -0.020
C  1.963  0.662  0.186
C  0.954  -0.275  -0.475
N  -1.484  -0.596  0.528
O  0.668  -1.608  -0.067
H  -2.831  0.516  -0.752
H  -1.922  -0.516  -1.532
H  -0.783  1.349  0.616
H  1.790  0.791  1.182
H  1.835  1.519  -0.335
H  2.855  0.169  0.222
H  0.907  -0.114  -1.633
H  -2.087  -0.706  1.328
H  -0.937  -1.408  0.466
H  1.155  -1.695  0.733

The molecule's Mulliken atomic charges, reported in e, are given here: C -0.7047; C -0.0898; C -1.6055; C 0.4028; N -0.1380; O -0.5883; H 0.3823; H 0.2886; H 0.3910; H 0.4893; H 0.4539; H 0.4495; H 0.3481; H 0.2856; H 0.2823; H 0.3529

No. 4
DFT (wB97M-V/def2-TZVPD) results for a 2-piece molecular cluster, C4H4O2 overall in a non-equilibrium geometry.

Relative energy (zero: lowest compared OMol25 entry of this formula, charge and spin) (eV): 1.5233
HOMO (eV): -10.1
Orbital gap (eV): 9.730
2S+1: 1
Molar mass (g/mol): 84.07
Energy (hartree): -305.223480

CARTESIAN COORDINATES (ANGSTROEM)
C  -0.030  -0.315  -0.494
C  -1.188  0.506  1.322
C  0.907  -0.861  0.514
C  0.226  0.857  -1.124
O  -2.239  0.102  1.451
O  0.807  -1.937  1.045
H  -0.761  -1.025  -0.881
H  1.648  -0.111  0.852
H  -0.477  1.331  -1.786
H  1.107  1.451  -0.898

The molecule's Mulliken atomic charges, reported in e, are given here: C -0.1234; C 0.1848; C 0.0099; C -0.5971; O -0.1976; O -0.4482; H 0.3574; H 0.2978; H 0.2868; H 0.2296

Please write out number 3 again, unchanged.
DFT (wB97M-V/def2-TZVPD) results for C4H10NO as an isolated structure in a non-equilibrium geometry.

Relative energy (zero: lowest compared OMol25 entry of this formula, charge and spin) (eV): 3.6423
HOMO (eV): -15.0
Orbital gap (eV): 11.907
2S+1: 1
Charge: +1
Molar mass (g/mol): 88.13
Energy (hartree): -288.029236

CARTESIAN COORDINATES (ANGSTROEM)
C  -1.963  0.045  -0.707
C  -0.722  0.509  -0.020
C  1.963  0.662  0.186
C  0.954  -0.275  -0.475
N  -1.484  -0.596  0.528
O  0.668  -1.608  -0.067
H  -2.831  0.516  -0.752
H  -1.922  -0.516  -1.532
H  -0.783  1.349  0.616
H  1.790  0.791  1.182
H  1.835  1.519  -0.335
H  2.855  0.169  0.222
H  0.907  -0.114  -1.633
H  -2.087  -0.706  1.328
H  -0.937  -1.408  0.466
H  1.155  -1.695  0.733

The molecule's Mulliken atomic charges, reported in e, are given here: C -0.7047; C -0.0898; C -1.6055; C 0.4028; N -0.1380; O -0.5883; H 0.3823; H 0.2886; H 0.3910; H 0.4893; H 0.4539; H 0.4495; H 0.3481; H 0.2856; H 0.2823; H 0.3529